Record 1
{"formula": "C6H6O", "method": "the ωB97M-V functional and the def2-TZVPD basis", "elements": ["C", "C", "C", "C", "C", "C", "O", "H", "H", "H", "H", "H", "H"], "positions_angstrom": [[2.99070, -0.99951, 0.78447], [1.78127, -0.78529, 0.41412], [-2.79614, 1.62444, 0.47579], [-2.00651, 2.44512, 0.09168], [-0.49549, -0.86500, -1.05091], [0.54078, -0.90833, 0.06955], [-0.74998, -0.61088, 0.49758], [3.77488, -0.20810, 0.77208], [-3.29813, 0.76691, 0.26851], [3.35226, -2.01045, 0.81512], [-1.50797, 3.37825, -0.02126], [-0.61632, 0.00295, -1.73318], [-0.96936, -1.83009, -1.38353]], "total_energy_ev": -8355.933, "total_charge": 0, "s2": 2.0150, "de_lowest_kj_mol": 366.28, "multiplicity": 3}

Record 2
{"formula": "C6H6O2S", "method": "the ωB97M-V functional and the def2-TZVPD basis", "elements": ["C", "C", "C", "C", "C", "C", "O", "O", "S", "H", "H", "H", "H", "H", "H"], "positions_angstrom": [[1.77559, -0.77596, 0.90311], [0.53038, -0.93387, 0.19542], [2.27047, 0.43841, 0.94067], [0.15181, 0.12030, -0.57548], [-2.90715, 0.30173, 0.59553], [-3.07472, -0.19135, -0.56179], [-2.73823, 0.81190, 1.63064], [2.00586, 1.49358, -1.60730], [1.29704, 1.51251, -0.06645], [2.21148, -1.67569, 1.37525], [-0.02114, -1.94636, 0.15617], [3.24260, 0.86318, 1.32282], [1.33913, 1.00116, -2.28748], [-3.43780, -1.32908, -0.69294], [-2.64532, 0.30955, -1.32817]], "total_energy_ev": -21241.398, "total_charge": 0, "s2": 2.0090, "de_lowest_kj_mol": 534.10, "multiplicity": 3}

Record 3
{"formula": "C6H6O3", "method": "the ωB97M-V functional and the def2-TZVPD basis", "elements": ["C", "C", "C", "C", "C", "C", "O", "O", "O", "H", "H", "H", "H", "H", "H"], "positions_angstrom": [[-0.38142, 0.61957, 1.14990], [0.81435, 1.07430, 0.69907], [-0.33062, -0.32234, -1.77491], [0.80319, 0.59641, -1.63762], [-1.19489, -1.94150, 0.67942], [-1.04152, -0.50638, 0.65571], [-0.93610, -0.86283, -2.63496], [1.48441, 0.57589, -0.37713], [-2.25721, -1.03130, 0.95532], [-0.92612, 1.22254, 1.86730], [1.29811, 1.92247, 1.16993], [1.60145, 0.38763, -2.35584], [0.38818, 1.59709, -1.82012], [-1.30120, -2.49505, -0.24594], [-0.84107, -2.51136, 1.53341]], "total_energy_ev": -12456.007, "total_charge": 0, "de_lowest_kj_mol": 491.79}

Record 4
{"formula": "C6H6O4S", "method": "the ωB97M-V functional and the def2-TZVPD basis", "elements": ["C", "C", "C", "C", "C", "C", "H", "H", "H", "H", "H", "H", "O", "O", "O", "O", "S"], "positions_angstrom": [[1.18304, -0.10524, 0.12177], [1.54836, 0.76759, 1.13074], [0.66349, 1.54934, 1.81894], [-0.64136, 1.56541, 1.38840], [-1.13109, 0.71831, 0.43078], [-0.16953, -0.09145, -0.27994], [1.82866, -1.30600, -1.42718], [2.59388, 0.82713, 1.24465], [1.03003, 2.27505, 2.49919], [-1.60436, 2.15326, 1.93760], [-2.17613, 0.70171, 0.10878], [-1.56735, -2.98917, -1.46435], [2.09191, -0.76113, -0.43220], [-1.57260, -2.20505, -0.78271], [-1.67956, -0.28200, -2.38239], [0.39306, -1.73787, -2.28080], [-0.79044, -1.07991, -1.63128]], "total_energy_ev": -25342.439, "total_charge": 0, "smiles": "O=S(=O)(O)c1ccccc1O", "de_lowest_kj_mol": 128.70}

Record 5
{"formula": "C6H6OS", "method": "the ωB97M-V functional and the def2-TZVPD basis", "elements": ["C", "C", "C", "C", "C", "C", "H", "H", "H", "H", "H", "H", "O", "S"], "positions_angstrom": [[-2.20204, -0.14930, -0.53522], [-0.76875, -0.03734, -0.32990], [0.04659, 0.93450, -0.76105], [1.43143, 0.51441, -0.29834], [1.09707, -0.00395, 1.14344], [0.15500, -1.01102, 0.39621], [-2.66820, 0.64939, -1.17194], [-0.21113, 1.81491, -1.32160], [2.27337, 1.17480, -0.54947], [0.61845, 0.70722, 1.81125], [1.97709, -0.47830, 1.60436], [-0.32304, -1.85943, 0.90901], [-2.92098, -0.99750, -0.02972], [1.49515, -1.25841, -0.86702]], "total_energy_ev": -19199.674, "total_charge": 0, "de_lowest_kj_mol": 134.51}

Record 6
{"formula": "C6H6OS2", "method": "the ωB97M-V functional and the def2-TZVPD basis", "elements": ["C", "C", "C", "C", "C", "C", "O", "S", "S", "H", "H", "H", "H", "H", "H"], "positions_angstrom": [[-0.75688, -3.04196, -1.01553], [-0.70728, -1.86325, -0.88986], [-0.01656, 0.03221, 0.76938], [0.99175, 1.13335, 0.79927], [-1.46625, 0.25071, 0.36179], [-0.53779, -0.46434, -0.59026], [1.98546, 3.18839, -0.41743], [2.80277, 0.61934, 0.66840], [1.75691, 1.72528, -0.70044], [-0.52524, -4.08512, -1.40551], [0.21054, -0.76235, 1.48125], [0.64621, 1.98919, 1.39999], [-2.26573, -0.24711, 0.80081], [-1.74705, 1.24198, 0.07933], [-0.37088, 0.28368, -1.34119]], "total_energy_ev": -30032.824, "total_charge": 0, "de_lowest_kj_mol": 431.37}

Record 7
{"formula": "C6H7AgLiO4", "method": "the ωB97M-V functional and the def2-TZVPD basis", "elements": ["C", "C", "C", "C", "O", "Li", "H", "H", "H", "H", "C", "O", "C", "O", "H", "H", "H", "O", "Ag"], "positions_angstrom": [[-0.04924, 1.57052, 1.10504], [0.62979, 0.92819, 0.29532], [1.82075, 0.46816, -0.41068], [2.34613, -0.87703, 0.16411], [3.51822, -1.25586, -0.40437], [4.90509, -0.98305, -1.34619], [2.61806, 1.22732, -0.34115], [1.57304, 0.34470, -1.47947], [1.53765, -1.63835, 0.01534], [2.41766, -0.74718, 1.26922], [-2.09878, 0.32362, -1.13722], [-2.38620, 1.78998, 0.96186], [-1.34549, 1.93518, 1.60502], [-1.44917, 2.18375, 2.90033], [-3.14256, -0.01748, -1.12715], [-1.86986, 1.28907, -1.61570], [-0.57987, 2.29604, 3.31025], [-1.15591, -0.49222, -0.98995], [-0.93155, -2.54761, -1.17534]], "total_energy_ev": -18715.545, "total_charge": 1, "s2": 2.0141, "multiplicity": 3}

Record 8
{"formula": "C6H7BO2S", "method": "the ωB97M-V functional and the def2-TZVPD basis", "elements": ["B", "C", "C", "C", "C", "C", "C", "O", "O", "S", "H", "H", "H", "H", "H", "H", "H"], "positions_angstrom": [[-1.85967, -0.00446, 0.03410], [-0.14982, 2.09749, -0.09485], [1.17550, 2.48204, 0.01147], [-0.54638, 0.82905, 0.04317], [1.21235, -0.03740, 0.02811], [2.12006, -2.29993, -0.19861], [1.13242, -1.45232, 0.00542], [-2.93781, 0.84807, -0.00743], [-1.76590, -1.38643, 0.14368], [2.24164, 1.22287, 0.11247], [-0.96395, 2.78850, 0.02714], [1.54174, 3.44432, -0.17171], [1.99601, -3.30940, 0.11077], [3.12155, -2.01841, -0.27713], [0.12941, -1.84267, 0.18793], [-3.93245, 0.57154, 0.10537], [-2.51469, -1.93286, -0.05990]], "total_energy_ev": -21940.663, "total_charge": 0, "de_lowest_kj_mol": 135.83}